A structure of composition C22H12Cl2Co2O8S in a non-equilibrium geometry, computed with ωB97M-V/def2-TZVPD.

ORCA input file:
```
! RIJCOSX wB97M-V def2-TZVPD def2/J DEFGRID3
* xyz -2 1
Cl 6.199 -3.664 -3.072
C 4.876 -2.759 -2.511
C 4.476 -1.593 -3.175
C 3.287 -0.946 -2.825
C 2.499 -1.474 -1.804
S 0.754 -1.011 -1.642
C 0.844 0.511 -0.383
Cl 2.246 1.420 -1.061
O 0.403 -0.661 -3.000
O 0.025 -2.111 -1.022
C 3.020 -2.470 -0.977
C 4.215 -3.118 -1.332
H 5.026 -1.191 -4.015
H 2.980 -0.077 -3.408
H 1.160 0.008 0.572
H 2.452 -2.782 -0.101
H 4.605 -3.919 -0.712
O -0.548 1.280 5.719
C -1.058 1.196 4.663
Co -1.342 2.093 2.970
C -2.209 3.515 3.650
O -2.793 4.390 4.135
C 0.292 2.712 3.008
O 1.395 3.082 2.979
C -2.121 0.784 1.958
C -1.200 1.461 1.276
C -0.459 1.487 -0.024
C -1.406 1.403 -1.225
C -1.646 2.373 -2.206
C -1.959 1.936 -3.500
C -2.289 0.628 -3.750
C -2.200 -0.257 -2.689
C -2.049 0.161 -1.374
Co -1.985 -0.337 3.679
C -2.019 -1.204 5.268
O -2.010 -1.715 6.299
C -0.592 -1.250 3.132
O 0.406 -1.712 2.788
C -3.410 -1.370 3.378
O -4.268 -2.149 3.302
H -3.129 0.479 1.631
H 0.189 2.330 -0.039
H -1.541 3.446 -2.002
H -1.970 2.630 -4.326
H -2.497 0.258 -4.751
H -2.265 -1.306 -2.935
H -2.384 -0.507 -0.546
*
```

Results
molar mass	625.17	g/mol
HOMO level	1.295	eV
orbital gap	2.27	eV
E_LUMO	3.566	eV

Computed natural (NBO) charges, given in elementary charges:
1. Cl 0.00
2. C -0.06
3. C -0.25
4. C -0.16
5. C -0.29
6. S 2.09
7. C -0.38
8. Cl -0.09
9. O -0.95
10. O -0.93
11. C -0.18
12. C -0.24
13. H 0.22
14. H 0.25
15. H 0.25
16. H 0.25
17. H 0.22
18. O -0.64
19. C 0.35
20. Co -0.08
21. C 0.44
22. O -0.62
23. C 0.53
24. O -0.62
25. C -0.40
26. C -0.34
27. C -0.30
28. C 0.07
29. C -0.26
30. C -0.22
31. C -0.28
32. C -0.17
33. C -0.26
34. Co -0.11
35. C 0.52
36. O -0.58
37. C 0.51
38. O -0.59
39. C 0.45
40. O -0.60
41. H 0.17
42. H 0.22
43. H 0.21
44. H 0.19
45. H 0.19
46. H 0.20
47. H 0.25